# C49H110FeN4O9

C49H110FeN4O9 as an isolated structure in a non-equilibrium geometry (wB97M-V/def2-TZVPD, OMol25).

Structure (XYZ):
```
173
Properties=species:S:1:pos:R:3:forces:R:3
Fe -0.30952 2.00464 -4.92411 -0.314 1.096 4.125
C -0.78193 4.26493 -1.75657 -0.648 -0.284 -0.878
C -0.24329 4.35997 -3.17281 0.585 -1.317 -1.104
O -1.10778 3.94458 -4.26214 0.975 -2.144 -0.281
H -1.12817 3.24293 -1.60250 -0.266 -0.013 0.100
H -1.62176 4.95727 -1.69790 -0.046 -0.021 0.562
H -0.01025 4.42585 -1.00377 -0.107 0.407 -0.243
H 0.56865 3.63488 -3.22864 0.895 0.132 0.407
H 0.18663 5.33851 -3.38659 -0.141 0.216 -0.049
C -0.53628 -0.26565 -1.44755 -0.512 -1.145 -0.112
C 0.62071 0.33603 -2.15156 0.204 3.382 0.487
O 0.47503 0.62363 -3.52654 -0.767 0.195 -2.498
H -0.52316 -0.18863 -0.36036 0.738 0.002 0.154
H -0.42629 -1.31581 -1.71807 -1.202 -0.376 0.139
H -1.47896 0.23036 -1.67871 0.038 -0.432 -0.616
H 1.54306 -0.18298 -1.89076 0.225 -0.372 -0.477
H 0.71122 1.31984 -1.69110 0.557 0.352 0.325
C -0.50428 3.20213 2.07012 0.925 0.452 -0.496
C -1.37957 2.15348 2.80544 0.514 2.287 0.284
C -1.54451 2.52732 4.33728 -0.265 0.105 0.663
C -2.35420 3.78499 4.62306 -1.182 -0.250 -1.574
C -3.76524 3.53121 3.93356 2.008 0.902 0.196
C -3.69966 3.24777 2.41846 0.246 -0.180 -0.040
N -2.71310 2.16997 2.18473 -0.941 0.414 4.753
O -2.71619 1.84379 0.90104 0.760 -1.312 -3.068
C -5.07915 2.65247 2.00221 0.033 0.231 -0.110
C -3.32800 4.59387 1.69865 -1.414 -0.171 -0.382
C -0.62955 0.81075 2.79010 0.148 0.171 0.729
H 0.56035 2.97037 2.10088 0.014 -0.191 0.302
H -0.57457 4.26480 2.30231 -0.291 -0.068 1.108
H -0.70859 3.32448 1.00646 -0.301 -0.994 -0.266
H -2.05878 1.72062 4.85963 -0.196 -0.424 -0.298
H -0.61903 2.59738 4.90884 0.601 -0.089 -0.690
H -1.81266 4.67077 4.29106 -0.190 0.101 -0.673
H -2.59348 4.07460 5.64627 0.329 -0.854 0.395
H -4.26963 4.48407 4.09402 -0.898 -0.463 0.032
H -4.15391 2.66202 4.46418 -0.527 0.267 -0.002
H -5.16279 2.25129 0.99218 0.581 0.188 -0.185
H -5.32925 1.81116 2.64854 0.024 0.096 0.248
H -5.87705 3.39349 2.05064 0.062 0.179 0.343
H -3.40068 5.36938 2.46116 1.106 0.230 -0.167
H -2.47401 4.56222 1.02203 0.368 0.073 0.784
H -4.09080 4.95346 1.00805 -0.574 -0.491 -0.124
H 0.14783 0.92403 3.54571 0.001 0.073 0.311
H 0.00540 0.54970 1.94347 -0.746 0.026 -0.656
H -1.24568 -0.00639 3.16526 -0.143 -0.172 -0.396
H -2.80218 0.89312 1.00315 -0.152 -0.403 -0.998
C -5.51319 -1.47767 1.77600 -0.723 1.920 -0.292
C -5.01121 -2.73550 1.19840 1.862 -1.944 -1.378
C -4.03034 -2.23571 0.05875 -1.232 0.734 0.392
C -2.95626 -3.05029 -0.55171 0.118 -2.487 1.005
C -2.23842 -3.80599 0.57072 0.380 1.293 1.693
C -3.06735 -4.34773 1.79434 -0.517 -1.108 -0.522
N -4.15582 -3.39663 2.22282 2.328 1.540 -1.869
O -4.94543 -3.87388 3.22653 -0.386 -0.973 0.464
C -3.58109 -5.78655 1.42612 0.862 -0.454 0.111
C -2.01507 -4.51228 2.92984 -0.751 0.931 0.287
C -6.13499 -3.67334 0.59286 1.278 0.782 1.005
H -5.88752 -0.89340 0.93540 -0.564 0.102 -0.148
H -4.65698 -0.86362 2.05515 -0.033 -0.165 0.706
H -6.29031 -1.46271 2.54019 0.232 -0.481 0.096
H -4.64444 -1.89414 -0.77451 -0.275 0.457 0.155
H -3.52325 -1.37861 0.50187 -0.067 0.340 -0.011
H -2.28973 -2.36184 -1.07120 0.058 -0.521 -0.287
H -3.36623 -3.84347 -1.17693 -0.092 0.353 -0.716
H -1.61624 -3.07160 1.08226 0.249 0.433 -0.077
H -1.50082 -4.56548 0.31146 -0.344 -0.241 -0.495
H -4.22181 -6.31839 2.12947 -0.614 0.608 0.138
H -3.92238 -5.94306 0.40283 -0.380 0.415 0.026
H -2.72890 -6.46355 1.48565 0.487 0.153 -0.124
H -2.41102 -5.01166 3.81411 0.020 -0.513 -0.255
H -1.08375 -4.94194 2.56089 -0.229 -0.427 0.008
H -1.74289 -3.53395 3.32592 -0.042 0.322 -0.234
H -6.81397 -3.93962 1.40291 -0.394 0.088 -0.234
H -5.67548 -4.59410 0.23346 -0.143 0.117 -0.318
H -6.63469 -3.11283 -0.19722 -0.180 -0.295 0.057
H -5.41393 -4.54040 2.71872 -0.875 -0.833 0.775
C 5.39046 -4.22543 1.14962 -0.628 1.192 -1.931
C 4.58475 -2.88989 0.95532 -1.554 0.338 -0.635
C 3.42151 -3.02276 -0.17453 2.143 -1.108 -1.084
C 2.09929 -3.66229 0.17310 1.077 0.388 0.331
C 1.56924 -2.81123 1.28205 -1.281 -0.795 0.584
C 2.50414 -2.77092 2.52073 1.352 0.455 -0.418
N 3.89704 -2.33348 2.13126 -2.357 0.177 -2.822
O 4.68083 -2.34627 3.21697 1.831 -0.212 2.261
C 2.03213 -1.68022 3.48073 -0.652 0.077 -0.623
C 2.52186 -4.15176 3.22615 -0.322 0.565 -0.214
C 5.53270 -1.78046 0.43363 0.174 0.863 0.218
H 6.27411 -4.12239 1.77942 -0.510 -0.249 0.405
H 5.76400 -4.30360 0.12860 0.518 -0.351 -0.098
H 4.76339 -5.11477 1.21244 0.119 0.069 0.860
H 3.30373 -2.11455 -0.76561 -0.226 0.535 0.718
H 3.87745 -3.64440 -0.94511 0.341 -0.320 -0.131
H 2.28523 -4.69488 0.46854 -0.160 -0.091 0.298
H 1.40387 -3.71588 -0.66452 0.138 0.227 -0.167
H 0.59631 -3.24100 1.52037 -0.088 -0.281 0.965
H 1.19143 -1.87254 0.87680 0.923 0.686 0.108
H 0.94936 -1.78986 3.54153 -0.096 -0.288 1.003
H 2.60335 -1.66854 4.40900 -0.529 -0.218 0.147
H 2.09122 -0.68365 3.04318 0.528 0.008 -0.349
H 1.45621 -4.36864 3.30017 0.096 -0.731 0.299
H 3.08343 -4.91154 2.68258 -0.402 0.023 -0.315
H 2.98406 -4.14885 4.21329 -0.175 0.417 0.038
H 4.98987 -0.90761 0.07091 -0.559 -0.144 -0.036
H 6.23160 -1.99230 -0.37555 -0.109 -0.761 -0.023
H 6.14051 -1.31887 1.21183 0.158 -0.474 0.412
H 4.81124 -1.42179 3.44043 0.176 0.126 0.143
C 3.96931 2.15503 1.04022 1.969 -2.027 -0.512
C 4.08532 2.94451 -0.28001 -1.927 -0.973 0.299
C 2.62356 3.34050 -0.46056 -2.247 0.981 -0.046
C 2.13707 4.39361 0.50086 1.690 2.034 0.159
C 3.06075 5.59671 0.42221 0.412 -0.076 1.570
C 4.57444 5.22943 0.67715 0.775 1.321 -3.227
N 4.99648 4.05320 -0.16647 -1.621 2.019 -1.645
O 6.38483 3.80782 -0.20666 -0.471 -0.556 1.160
C 5.35667 6.49237 0.16773 0.926 -0.680 -0.615
C 4.90618 4.99826 2.07960 -1.000 -0.343 3.111
C 4.32757 2.06935 -1.54528 1.579 -0.520 0.472
H 3.63376 2.64144 1.95613 0.037 0.289 -0.487
H 4.97851 1.77068 1.18818 0.284 -0.016 0.674
H 3.40586 1.23398 0.89090 -0.373 0.043 0.006
H 2.36060 3.55918 -1.49551 0.094 0.335 -0.111
H 1.95577 2.54254 -0.13589 0.468 -0.950 -0.703
H 2.27298 4.03616 1.52157 -0.359 -0.171 -0.025
H 1.17573 4.90573 0.46023 -0.495 -1.127 -0.457
H 2.71741 6.19283 1.26769 0.591 0.304 0.567
H 2.82305 6.32508 -0.35309 0.613 -0.645 -0.912
H 4.76711 7.40913 0.17521 0.018 -0.107 0.225
H 6.32513 6.65207 0.64176 -0.251 0.047 0.775
H 5.73504 6.32772 -0.84115 -0.692 -0.028 -0.441
H 4.00875 4.76960 2.65443 -0.447 -0.328 0.004
H 5.52937 4.13059 2.29614 0.530 0.431 -0.314
H 5.20472 5.89678 2.61964 0.673 -0.004 -0.250
H 3.65250 1.23491 -1.73522 -0.346 0.037 0.779
H 5.32460 1.63701 -1.46087 0.169 -0.264 -0.049
H 4.32893 2.56810 -2.51448 -0.084 0.850 0.318
H 6.66953 3.91902 -1.11670 -0.306 0.209 -0.239
C 4.36813 -1.44458 -3.62247 -0.058 0.427 -1.512
C 3.34846 -1.21265 -4.78237 -1.230 -0.325 1.458
C 3.77605 -1.62322 -6.16749 0.392 0.312 0.918
O 2.14565 -1.92767 -4.43231 -0.259 -0.637 -0.110
H 4.58130 -2.49879 -3.44557 -0.247 -0.129 -0.291
H 4.04774 -1.02643 -2.66821 -0.043 0.253 -0.226
H 5.29012 -0.98818 -3.98267 0.307 0.164 0.501
H 2.99888 -0.18230 -4.84757 0.564 0.436 0.314
H 2.92357 -1.56408 -6.84416 0.121 -0.294 0.023
H 4.21263 -2.61712 -6.06923 0.034 -0.023 -0.667
H 4.50041 -0.85940 -6.45031 0.354 -0.380 -0.428
H 1.51361 -1.29548 -4.08234 -0.217 0.462 0.146
C -5.94915 0.55633 -2.70800 -0.330 0.487 -0.148
C -5.00835 1.80960 -2.72848 -0.897 -2.118 0.936
C -3.61863 1.43355 -2.25666 0.138 0.298 -0.471
O -4.98455 2.31235 -4.05021 0.651 0.229 0.107
H -6.85010 0.82013 -3.26189 -0.219 0.024 -0.115
H -6.32866 0.21890 -1.74352 0.357 0.337 0.361
H -5.56025 -0.33849 -3.19397 0.479 0.190 -0.167
H -5.38954 2.52179 -1.99664 -0.324 0.407 -0.215
H -3.21961 0.68452 -2.94065 0.327 0.190 -0.198
H -3.55849 0.99323 -1.26138 -0.611 0.055 0.045
H -3.02303 2.34482 -2.20225 0.341 -0.182 -0.332
H -5.86909 2.25852 -4.41941 -0.066 0.037 0.078
C -2.33484 -3.75127 -4.56812 -0.977 -0.739 -0.082
C -0.90941 -3.72692 -4.02390 -2.352 1.203 -0.258
C -0.77584 -4.75199 -2.94264 1.507 -0.616 1.247
O 0.05139 -3.92592 -5.02051 -0.056 -0.070 -0.244
H -2.54550 -4.79340 -4.80831 -0.334 0.049 -0.627
H -2.67365 -3.04993 -5.33062 1.002 -0.207 -0.768
H -3.10358 -3.47668 -3.84580 0.397 -0.253 0.965
H -0.87264 -2.69612 -3.67144 0.768 0.131 0.633
H -1.54725 -4.96289 -2.20199 -0.546 0.536 -0.438
H 0.08345 -4.45275 -2.34247 0.243 -0.073 0.193
H -0.47378 -5.71965 -3.34325 -0.173 0.013 -0.399
H 0.73731 -3.27952 -4.83810 0.674 0.041 -0.280
```
Forces are in eV/Å.

Summary:
2S+1: 5
<S²>: 6.0103
net charge: 0
frontier orbital gap (alpha / beta): 6.223 / 5.866 eV
HOMO (alpha / beta): -8.017 / -8.017 eV

# C26H23AlF5N4O8

C26H23AlF5N4O8 as an isolated structure in a non-equilibrium geometry (wB97M-V/def2-TZVPD, OMol25).

Structure (XYZ):
```
67
Properties=species:S:1:pos:R:3:forces:R:3
F -4.00661 -1.78932 -0.07258 -1.695 -0.685 0.646
C -2.88036 -1.34802 -0.59286 -0.329 2.631 0.516
F -1.92952 -2.11033 -0.18156 1.953 -1.853 1.319
F -2.94791 -1.50999 -1.88957 -0.443 -0.122 -2.152
C -2.58126 0.13052 -0.25900 1.830 -0.551 -0.745
F -3.26714 0.86479 -1.19866 -0.723 0.407 -0.016
F -3.11690 0.39787 0.96301 -0.725 0.186 0.535
Al -0.50389 0.45484 -0.27456 0.488 0.138 0.477
H -0.03410 0.09722 1.23937 -0.138 -0.082 0.096
H -0.13910 1.98629 -0.55698 -0.175 0.137 -0.280
H 0.23544 -0.54762 -1.26308 -0.204 -0.064 -0.261
C -4.22012 5.65888 4.48727 -0.016 0.017 0.004
C -3.92930 5.88027 3.14794 0.009 -0.043 0.132
C -2.96097 5.11945 2.51185 -0.074 0.159 -0.207
C -2.29807 4.14179 3.22870 -0.198 0.042 0.111
C -2.57165 3.91201 4.56402 0.021 -0.093 0.226
C -3.53915 4.67823 5.19522 -0.028 0.082 -0.088
N -1.28221 3.31842 2.54700 0.141 -0.233 -0.205
O -1.05310 3.56234 1.38476 -0.011 0.096 0.434
O -0.74148 2.44241 3.20585 -0.309 0.375 -0.319
H -4.98094 6.25105 4.98012 0.009 -0.002 -0.003
H -4.46015 6.64476 2.59672 0.014 -0.010 -0.021
H -2.73344 5.28869 1.46948 0.091 -0.145 0.004
H -2.04358 3.14561 5.11265 0.053 -0.046 -0.137
H -3.76474 4.50709 6.23929 0.019 -0.021 -0.003
C -2.15231 -3.13119 -4.20754 0.098 -0.158 -0.132
C -3.04947 -2.49379 -5.05314 0.077 -0.076 0.002
C -2.89191 -2.58036 -6.42715 -0.192 0.125 -0.010
C -1.83307 -3.31170 -6.93753 -0.032 0.020 0.178
C -0.92488 -3.94696 -6.10802 0.213 -0.146 0.062
C -1.08903 -3.85244 -4.73589 -0.128 0.054 -0.077
N -1.67509 -3.42519 -8.39373 0.021 0.002 -0.134
O -2.47772 -2.84098 -9.10105 0.169 -0.128 0.099
O -0.75222 -4.10165 -8.81535 -0.181 0.137 0.042
H -2.27799 -3.06730 -3.14210 0.040 0.021 0.085
H -3.87356 -1.92931 -4.63865 0.026 0.027 0.005
H -3.58972 -2.08377 -7.08499 0.078 -0.053 -0.108
H -0.09897 -4.50955 -6.51840 -0.052 0.039 -0.132
H -0.38784 -4.34121 -4.07352 0.020 0.040 0.001
C 5.10413 -4.70122 -4.93556 0.023 -0.014 -0.013
C 5.32850 -3.33201 -4.97564 -0.060 -0.114 0.024
C 4.41601 -2.46077 -4.40070 0.182 0.154 -0.091
C 3.28929 -2.97556 -3.78846 0.159 -0.131 -0.048
C 3.04846 -4.33584 -3.74502 -0.104 -0.224 0.031
C 3.96322 -5.20205 -4.32386 0.077 0.082 -0.044
N 2.32470 -2.05124 -3.15784 -0.282 0.108 0.135
O 2.56523 -0.86325 -3.23857 -0.045 -0.261 -0.024
O 1.36078 -2.54850 -2.60915 0.314 0.028 -0.297
H 5.82066 -5.37973 -5.38108 -0.011 0.006 -0.005
H 6.21706 -2.94184 -5.45360 -0.012 0.023 0.003
H 4.58815 -1.39498 -4.43122 -0.137 0.017 0.092
H 2.16196 -4.72380 -3.26495 -0.022 0.153 0.059
H 3.78731 -6.26906 -4.29451 -0.023 0.007 0.011
C 1.21290 2.28965 5.50080 -0.127 -0.046 -0.090
C 1.83142 3.50097 5.78560 -0.028 -0.139 0.053
C 2.75955 3.58847 6.81067 0.018 0.255 -0.071
C 3.06157 2.45234 7.54086 -0.113 -0.019 -0.149
C 2.45228 1.23791 7.27577 -0.050 -0.244 0.025
C 1.52350 1.16115 6.25026 0.028 0.150 0.008
N 4.06021 2.53539 8.61547 0.090 0.017 0.140
O 4.56499 3.62222 8.84044 -0.081 -0.226 -0.022
O 4.32865 1.51356 9.22324 -0.036 0.217 -0.098
H 0.48799 2.22750 4.69277 0.305 -0.024 0.274
H 1.59018 4.38010 5.20264 0.016 -0.001 0.002
H 3.23893 4.53117 7.03009 0.082 -0.076 0.096
H 2.69459 0.35908 7.85501 0.101 0.083 0.064
H 1.04179 0.21845 6.02921 0.018 -0.004 -0.009
```
Forces are in eV/Å.

Summary:
2S+1: 1
net charge: -1
frontier orbital gap: 6.378 eV
ΔE to the lowest compared entry with this formula, charge and spin: 0.0 kcal per mole
HOMO: -5.107 eV

# C5H12O

One molecule with the formula C5H12O in a non-equilibrium geometry (wB97M-V/def2-TZVPD, OMol25).

Structure (XYZ):
```
18
Properties=species:S:1:pos:R:3:forces:R:3
C -0.69132 2.05538 0.42926 0.025 -0.130 -0.131
C 0.46340 1.03733 0.30517 0.302 -0.050 0.004
C 0.28056 -0.13946 -0.65122 1.989 -1.929 0.995
C 1.64241 -1.33225 -0.36138 -0.727 0.198 1.004
C -1.03897 -0.84953 -0.46378 0.262 -0.113 -0.543
O -1.15769 -1.19183 0.92006 -0.202 -0.258 0.034
H -1.58903 1.60430 0.86913 0.182 -0.010 -0.152
H -0.96605 2.50523 -0.53085 0.056 -0.112 0.064
H -0.39364 2.87521 1.09941 0.004 -0.263 -0.187
H 1.37759 1.57913 0.04911 0.010 -0.076 0.052
H 0.59875 0.60156 1.30451 0.148 0.187 -0.080
H 0.95605 -0.38594 -1.45858 -1.588 2.115 -2.292
H 1.30027 -1.77761 0.54932 0.374 -0.530 0.683
H 1.81322 -2.12331 -1.13491 -0.758 0.801 0.335
H 2.61357 -0.81714 -0.25086 -0.713 0.116 0.151
H -1.06656 -1.74349 -1.09495 -0.023 -0.067 0.046
H -1.90866 -0.22502 -0.75157 0.509 -0.018 0.018
H -1.94769 -1.73430 1.03379 0.151 0.139 -0.002
```
Forces are in eV/Å.

Summary:
2S+1: 1
net charge: 0
frontier orbital gap: 9.617 eV
ΔE to the lowest compared entry with this formula, charge and spin: 64.1 kcal per mole
HOMO: -8.724 eV

Please write out number 3 again, unchanged.
# C5H12O

One molecule with the formula C5H12O in a non-equilibrium geometry (wB97M-V/def2-TZVPD, OMol25).

Structure (XYZ):
```
18
Properties=species:S:1:pos:R:3:forces:R:3
C -0.69132 2.05538 0.42926 0.025 -0.130 -0.131
C 0.46340 1.03733 0.30517 0.302 -0.050 0.004
C 0.28056 -0.13946 -0.65122 1.989 -1.929 0.995
C 1.64241 -1.33225 -0.36138 -0.727 0.198 1.004
C -1.03897 -0.84953 -0.46378 0.262 -0.113 -0.543
O -1.15769 -1.19183 0.92006 -0.202 -0.258 0.034
H -1.58903 1.60430 0.86913 0.182 -0.010 -0.152
H -0.96605 2.50523 -0.53085 0.056 -0.112 0.064
H -0.39364 2.87521 1.09941 0.004 -0.263 -0.187
H 1.37759 1.57913 0.04911 0.010 -0.076 0.052
H 0.59875 0.60156 1.30451 0.148 0.187 -0.080
H 0.95605 -0.38594 -1.45858 -1.588 2.115 -2.292
H 1.30027 -1.77761 0.54932 0.374 -0.530 0.683
H 1.81322 -2.12331 -1.13491 -0.758 0.801 0.335
H 2.61357 -0.81714 -0.25086 -0.713 0.116 0.151
H -1.06656 -1.74349 -1.09495 -0.023 -0.067 0.046
H -1.90866 -0.22502 -0.75157 0.509 -0.018 0.018
H -1.94769 -1.73430 1.03379 0.151 0.139 -0.002
```
Forces are in eV/Å.

Summary:
2S+1: 1
net charge: 0
frontier orbital gap: 9.617 eV
ΔE to the lowest compared entry with this formula, charge and spin: 64.1 kcal per mole
HOMO: -8.724 eV